Here is a structure of composition C30H29Cl6LaNO5S2Se2 from the Open Molecules 2025 dataset. Energies are from ωB97M-V/def2-TZVPD.

```
! RIJCOSX wB97M-V def2-TZVPD def2/J DEFGRID3
* xyz -1 1
La -5.187 10.849 14.952
O 1.480 10.631 16.478
C 0.475 11.246 17.180
C -0.973 11.138 16.706
C -1.382 9.638 16.791
O -0.650 8.635 16.139
C -1.799 11.983 17.677
Se -3.654 12.290 17.084
C -1.201 11.820 15.313
Se -2.259 10.528 14.182
H 1.109 9.860 16.118
H 0.758 12.347 17.149
H 0.418 10.987 18.208
H -2.455 9.478 16.632
H -1.277 9.377 17.842
H -0.956 8.763 15.228
H -1.355 12.961 17.648
H -1.885 11.517 18.676
H -0.231 11.992 14.800
H -1.760 12.756 15.355
Cl -8.348 9.352 14.744
C -7.751 8.513 16.249
C -6.507 8.945 16.689
C -6.004 8.291 17.829
Cl -4.351 8.787 18.347
C -6.634 7.162 18.371
Cl -5.807 6.274 19.595
C -7.909 6.768 17.875
Cl -8.670 5.393 18.571
C -8.465 7.440 16.786
Cl -10.024 7.006 16.227
Cl -6.624 13.601 10.220
C -5.441 12.461 10.924
C -5.687 12.042 12.355
O -5.608 12.921 13.247
O -5.863 10.802 12.557
H -4.507 13.032 10.921
H -5.458 11.617 10.215
O -6.718 12.257 16.305
S -6.781 13.756 16.384
C -8.558 14.054 16.112
C -9.017 13.800 14.665
C -8.520 14.640 13.672
C -8.828 14.400 12.307
C -9.774 13.425 12.044
C -10.340 12.663 13.034
C -9.963 12.792 14.345
C -6.688 14.029 18.187
C -7.481 13.056 18.960
C -8.667 13.466 19.520
C -9.480 12.601 20.210
C -9.084 11.258 20.172
C -7.911 10.817 19.635
C -7.037 11.737 19.037
H -8.737 15.123 16.420
H -9.111 13.344 16.779
H -7.916 15.505 13.920
H -8.372 14.988 11.524
H -10.258 13.354 11.056
H -11.074 11.968 12.708
H -10.401 12.194 15.156
H -6.863 15.101 18.349
H -5.647 13.853 18.333
H -9.010 14.536 19.336
H -10.397 12.842 20.624
H -9.769 10.575 20.667
H -7.688 9.734 19.802
H -6.080 11.488 18.491
S -5.667 6.048 12.794
C -4.481 6.128 14.022
C -4.471 7.444 14.449
N -5.377 8.296 13.966
C -6.120 7.726 13.096
H -3.745 5.339 14.260
H -3.848 7.802 15.202
H -6.814 8.295 12.548
*
```

Its HOMO-LUMO gap is 6.610 eV.

Mulliken population analysis, charges in e, atoms 1 to 5: La 0.677; O -0.548; C -1.146; C 1.935; C -0.867

=====

Here is the molecule C22H18N2O5S2 from the Open Molecules 2025 dataset. Energies are from ωB97M-V/def2-TZVPD.

```
! RIJCOSX wB97M-V def2-TZVPD def2/J DEFGRID3
* xyz 0 1
C 1.633 3.285 1.207
H 2.726 3.329 1.191
O 1.119 2.830 -0.022
C 1.509 1.593 -0.469
C 2.281 0.695 0.250
C 2.599 -0.541 -0.295
C 2.158 -0.881 -1.558
C 1.408 0.019 -2.297
C 1.075 1.254 -1.764
N 0.345 2.191 -2.500
S -1.007 1.817 -3.410
O -1.485 3.067 -3.917
O -0.680 0.771 -4.327
C -2.158 1.196 -2.183
C -1.882 -0.016 -1.589
C -2.696 -0.463 -0.553
C -3.796 0.298 -0.160
C -4.072 1.501 -0.786
C -3.237 1.966 -1.792
H -3.405 2.910 -2.286
H -4.928 2.085 -0.482
H -4.416 -0.069 0.644
C -2.352 -1.693 0.205
O -2.974 -2.116 1.144
O -1.239 -2.270 -0.282
C -0.603 -3.220 0.551
C 0.253 -2.499 1.538
N -0.025 -1.344 1.999
C 0.915 -0.897 2.879
C 0.883 0.316 3.560
C 1.925 0.628 4.408
C 2.991 -0.251 4.590
C 3.035 -1.468 3.936
C 1.993 -1.786 3.082
S 1.754 -3.218 2.123
H 3.855 -2.152 4.083
H 3.795 0.020 5.258
H 1.917 1.566 4.943
H 0.043 0.976 3.416
H -0.002 -3.864 -0.093
H -1.358 -3.818 1.081
H -1.041 -0.601 -1.921
H 0.246 3.079 -2.031
H 1.071 -0.219 -3.293
H 2.408 -1.842 -1.981
H 3.203 -1.229 0.278
H 2.635 0.941 1.239
H 1.308 2.652 2.038
H 1.233 4.290 1.338
*
```

As for the SMILES: COc1ccccc1NS(=O)(=O)c1cccc(C(=O)OCc2nc3ccccc3s2)c1. Its HOMO-LUMO gap is 8.600 eV.

Mulliken population analysis, charges in e, atoms 1 to 5: C -0.739; H 0.359; O -0.465; C 1.310; C -0.701

=====

Here is a cluster of 14 separate species, C14H56O14 in total from the Open Molecules 2025 dataset. Energies are from ωB97M-V/def2-TZVPD.

```
! RIJCOSX wB97M-V def2-TZVPD def2/J DEFGRID3
* xyz 0 1
C 24.302 -24.958 -19.471
O 25.048 -25.760 -18.571
H 24.430 -25.194 -20.528
H 23.235 -24.983 -19.252
H 24.626 -23.917 -19.437
H 25.455 -25.092 -18.015
C 25.813 -24.006 -22.824
O 24.471 -24.326 -23.306
H 25.963 -22.946 -23.031
H 25.863 -24.149 -21.745
H 26.546 -24.668 -23.284
H 23.849 -23.784 -22.816
C 24.013 -29.862 -24.394
O 24.941 -30.513 -23.547
H 23.422 -30.680 -24.804
H 23.416 -29.138 -23.839
H 24.525 -29.337 -25.200
H 24.448 -30.865 -22.803
C 21.810 -23.676 -25.092
O 22.867 -24.563 -25.457
H 21.474 -23.957 -24.093
H 22.068 -22.617 -25.090
H 20.977 -23.961 -25.735
H 23.639 -24.273 -24.965
C 21.840 -27.117 -17.357
O 23.189 -27.152 -16.792
H 21.878 -27.621 -18.323
H 21.153 -27.648 -16.698
H 21.418 -26.128 -17.533
H 23.714 -26.533 -17.305
C 17.613 -29.575 -24.113
O 18.391 -28.772 -23.194
H 16.862 -28.912 -24.541
H 18.307 -29.945 -24.867
H 17.267 -30.461 -23.579
H 18.569 -27.890 -23.528
C 17.797 -26.205 -25.272
O 18.798 -26.185 -24.293
H 17.792 -27.220 -25.670
H 16.789 -25.984 -24.922
H 18.031 -25.538 -26.102
H 18.680 -25.302 -23.936
C 23.365 -21.456 -22.425
O 22.970 -22.620 -21.644
H 24.426 -21.240 -22.300
H 23.191 -21.644 -23.484
H 22.820 -20.543 -22.187
H 22.781 -22.291 -20.763
C 21.850 -26.263 -22.114
O 21.471 -26.613 -20.822
H 21.104 -26.561 -22.851
H 21.741 -25.185 -22.228
H 22.801 -26.738 -22.358
H 20.666 -26.160 -20.562
C 18.388 -26.365 -19.711
O 19.326 -25.287 -19.778
H 18.826 -27.272 -20.129
H 18.074 -26.564 -18.686
H 17.478 -26.109 -20.254
H 18.915 -24.500 -19.413
C 19.161 -23.511 -22.360
O 18.793 -23.358 -23.735
H 19.668 -24.475 -22.341
H 19.960 -22.834 -22.058
H 18.330 -23.545 -21.655
H 18.932 -22.433 -23.954
C 25.467 -28.178 -21.273
O 26.446 -27.405 -20.638
H 25.138 -27.740 -22.215
H 25.885 -29.147 -21.547
H 24.664 -28.300 -20.545
H 25.953 -26.868 -20.013
C 21.225 -27.687 -26.276
O 22.272 -27.494 -25.350
H 21.589 -27.777 -27.299
H 20.612 -28.558 -26.045
H 20.561 -26.823 -26.316
H 22.626 -26.611 -25.477
C 20.684 -29.548 -20.152
O 22.034 -29.250 -20.538
H 20.205 -28.886 -19.430
H 20.012 -29.633 -21.006
H 20.660 -30.512 -19.645
H 22.041 -28.318 -20.766
*
```

Its HOMO-LUMO gap is 8.872 eV.

Mulliken population analysis, charges in e, atoms 1 to 5: C 0.067; O -0.562; H -0.435; H 0.036; H 0.532

=====

Here is the molecule C4H5NO from the Open Molecules 2025 dataset. Energies are from ωB97M-V/def2-TZVPD.

```
! RIJCOSX wB97M-V def2-TZVPD def2/J DEFGRID3
* xyz 0 1
C -1.350 0.381 -0.059
C -0.402 -0.709 0.374
O -0.762 -1.731 0.908
C 1.105 -0.531 0.095
C 1.455 0.803 -0.387
N 1.646 1.882 -0.758
H -2.330 0.201 0.385
H -1.441 0.371 -1.152
H -0.983 1.374 0.214
H 1.411 -1.286 -0.638
H 1.651 -0.756 1.017
*
```

As for the SMILES: CC(=O)CC#N. Its HOMO-LUMO gap is 11.069 eV.

Mulliken population analysis, charges in e, atoms 1 to 5: C -1.137; C 0.549; O -0.532; C -0.270; C 0.219

=====

Here is a structure of composition BCuH14O5 from the Open Molecules 2025 dataset. Energies are from ωB97M-V/def2-TZVPD.

```
! RIJCOSX wB97M-V def2-TZVPD def2/J DEFGRID3
* xyz 1 2
Cu 0.057 0.060 -0.029
B -0.919 -1.034 1.769
H 0.047 -0.813 2.196
H -0.671 -1.631 0.906
H -1.484 -1.523 2.547
H -1.436 -0.126 1.498
O 2.093 -0.800 0.467
H 2.869 -0.334 0.776
H 2.438 -1.576 0.026
O 0.086 1.810 1.295
H 0.025 2.242 2.147
H -0.072 2.509 0.660
O -0.169 -1.579 -1.528
H -0.267 -1.750 -2.465
H -0.289 -2.434 -1.114
O 1.161 1.347 -1.458
H 2.098 1.156 -1.502
H 1.037 2.081 -2.059
O -1.900 0.750 -1.134
H -2.834 0.722 -0.924
H -1.871 0.922 -2.075
*
```

The expectation value of S² is 0.753. Its HOMO-LUMO gap (alpha / beta) is 9.288 / 6.630 eV.

Mulliken population analysis, charges in e, atoms 1 to 5: Cu 0.554; B 0.111; H -0.124; H -0.118; H -0.066

=====

Here is the molecule C2H3NO2 from the Open Molecules 2025 dataset. Energies are from ωB97M-V/def2-TZVPD.

```
! RIJCOSX wB97M-V def2-TZVPD def2/J DEFGRID3
* xyz 0 1
C -0.086 -0.833 -0.125
C -0.848 0.522 -0.108
N 1.035 -0.195 -0.029
O 2.210 -0.366 -0.083
O 0.512 1.163 -0.083
H -0.088 -1.815 0.229
H -1.590 0.977 -0.732
H -1.145 0.546 0.930
*
```

As for the SMILES: [O-][N+]1=CCO1. Its HOMO-LUMO gap is 10.197 eV.

Mulliken population analysis, charges in e, atoms 1 to 5: C -0.386; C -0.213; N 0.754; O -0.650; O -0.348

=====

Here is a structure of composition C42H49FeN7O2Se from the Open Molecules 2025 dataset. Energies are from ωB97M-V/def2-TZVPD.

```
! RIJCOSX wB97M-V def2-TZVPD def2/J DEFGRID3
* xyz -2 5
Fe -0.041 -0.366 -0.596
C 5.718 -2.965 -1.801
C 4.606 -2.781 -2.857
C 3.546 -1.738 -2.569
C 3.331 -0.588 -3.291
C 4.032 -0.146 -4.514
C 3.286 -0.475 -5.857
C 2.308 0.141 -2.558
C 1.945 1.476 -2.818
C 0.816 2.103 -2.284
C 0.357 3.450 -2.512
C 0.977 4.449 -3.420
C 2.224 5.193 -2.922
C -0.883 3.499 -1.944
C -1.222 2.206 -1.469
C -2.546 1.814 -1.036
C -2.751 0.673 -0.230
N -1.908 -0.397 -0.121
C -2.484 -1.234 0.847
C -2.104 -2.527 1.165
C -0.827 -3.009 0.904
N 0.149 -2.227 0.188
C 1.220 -3.070 0.111
C 2.376 -2.927 -0.694
C 2.547 -1.837 -1.558
N 1.787 -0.651 -1.586
C 1.096 -4.223 0.961
C -0.189 -4.185 1.407
C -0.726 -5.139 2.454
C -1.193 -4.476 3.734
C 2.088 -5.303 0.950
C 3.348 -4.893 1.683
C -3.668 -0.641 1.348
C -3.864 0.565 0.750
C -4.817 1.644 1.201
C -6.120 1.749 0.432
C -4.340 -1.154 2.583
C -3.634 -0.680 3.878
N -0.148 1.372 -1.581
C -1.802 4.680 -1.662
C -1.621 5.042 -0.207
H 6.655 -3.327 -2.211
H 5.416 -3.658 -1.016
H 5.956 -2.034 -1.266
H 4.118 -3.727 -2.929
H 5.020 -2.536 -3.852
H 5.040 -0.604 -4.509
H 4.260 0.949 -4.498
H 3.528 -1.516 -6.154
H 3.603 0.209 -6.678
H 2.209 -0.273 -5.782
H 2.606 2.004 -3.535
H 0.247 5.280 -3.657
H 1.252 3.895 -4.396
H 1.965 5.510 -1.915
H 2.507 6.016 -3.523
H 3.043 4.453 -2.913
H -3.360 2.522 -1.154
H -2.847 -3.193 1.626
H 3.070 -3.794 -0.791
H 0.013 -5.902 2.722
H -1.615 -5.673 1.995
H -0.341 -3.936 4.220
H -1.514 -5.304 4.430
H -2.048 -3.813 3.649
H 2.300 -5.667 -0.074
H 1.723 -6.239 1.392
H 3.782 -3.963 1.303
H 4.120 -5.669 1.701
H 3.131 -4.692 2.738
H -4.272 2.632 1.124
H -5.100 1.395 2.226
H -5.991 1.793 -0.635
H -6.634 2.600 0.815
H -6.684 0.842 0.640
H -4.302 -2.252 2.556
H -5.387 -0.784 2.611
H -2.547 -0.857 3.762
H -4.005 -1.198 4.733
H -3.731 0.378 3.980
H -2.894 4.464 -1.848
H -1.526 5.505 -2.314
H -1.911 4.245 0.482
H -2.231 5.914 0.101
H -0.582 5.349 0.030
Se -0.906 -1.687 -3.683
C -0.819 -0.046 -4.346
N -0.730 1.036 -4.800
C -0.989 3.484 5.417
N -0.564 2.682 4.317
C 0.667 2.128 4.314
C 1.091 1.399 3.237
C 0.172 1.241 2.169
O 0.630 0.610 1.163
N -1.085 1.697 2.268
C -1.521 2.462 3.244
O -2.656 2.960 3.297
H -0.179 3.832 6.079
H -1.735 3.019 6.104
H -1.509 4.341 4.977
H 1.225 2.275 5.225
H 1.998 0.804 3.320
*
```

The expectation value of S² is 6.058. Its HOMO-LUMO gap (alpha / beta) is 5.195 / 5.271 eV.

Mulliken population analysis, charges in e, atoms 1 to 5: Fe -0.457; C -1.119; C -0.931; C 0.458; C 0.687

=====

Here is the molecule C5H10O from the Open Molecules 2025 dataset. Energies are from ωB97M-V/def2-TZVPD.

```
! RIJCOSX wB97M-V def2-TZVPD def2/J DEFGRID3
* xyz 0 1
C -1.494 -0.654 -1.209
C -0.030 -0.981 -0.922
C 0.517 -0.638 0.519
O 1.819 -0.696 0.652
C 0.005 0.684 0.882
C 0.874 1.847 0.729
H -2.168 -1.084 -0.459
H -1.796 -1.043 -2.187
H -1.663 0.431 -1.227
H 0.187 -2.044 -1.069
H 0.632 -0.427 -1.596
H -0.049 -1.322 1.216
H -0.970 0.807 1.362
H 1.644 1.590 -0.013
H 1.433 2.043 1.654
H 0.294 2.748 0.497
*
```

Its HOMO-LUMO gap (alpha / beta) is 8.803 / 6.638 eV.

Mulliken population analysis, charges in e, atoms 1 to 5: C -1.086; C -0.408; C 0.245; O -0.638; C -0.259

=====

Here is a structure of composition C6H12O from the Open Molecules 2025 dataset. Energies are from ωB97M-V/def2-TZVPD.

```
! RIJCOSX wB97M-V def2-TZVPD def2/J DEFGRID3
* xyz 0 1
C 1.788 0.884 -1.497
C 0.347 0.498 -1.277
C 0.256 0.132 0.182
C -1.734 0.233 0.480
C -1.773 -0.455 1.680
C 0.424 -1.225 0.703
O 1.727 -1.121 0.707
H 1.939 1.119 -2.546
H 2.051 1.742 -0.864
H 2.386 0.033 -1.155
H -0.320 1.307 -1.654
H 0.052 -0.377 -1.869
H 0.363 0.915 0.932
H -1.884 -0.317 -0.460
H -1.638 1.318 0.463
H -1.610 0.064 2.628
H -0.326 -1.163 1.741
H -2.001 -1.519 1.663
H -0.047 -2.069 0.141
*
```

Its HOMO-LUMO gap (alpha / beta) is 8.258 / 8.259 eV.

Mulliken population analysis, charges in e, atoms 1 to 5: C -1.235; C -0.283; C -0.207; C -0.718; C -0.712

=====

Here is a cluster of 5 separate species, C19H36F6N8O14PS2 in total from the Open Molecules 2025 dataset. Energies are from ωB97M-V/def2-TZVPD.

```
! RIJCOSX wB97M-V def2-TZVPD def2/J DEFGRID3
* xyz 1 1
C 1.767 2.812 2.376
O 3.064 2.206 1.986
C 2.856 0.753 1.887
C 3.910 0.080 0.815
C 2.955 -0.703 -0.312
C 2.714 -2.213 0.287
C 1.463 -3.034 -0.384
C 0.060 -2.127 -0.505
N -0.166 -1.404 0.800
C -0.529 -2.461 1.814
N 0.170 -2.447 3.026
S 0.190 -0.950 3.991
S 1.012 -3.816 3.710
N -1.615 -3.488 1.661
P -3.172 -3.027 2.402
N -3.018 -1.748 3.431
O -4.434 -2.660 1.241
O -3.688 -4.370 3.403
C -1.727 -4.087 0.293
C -1.114 -3.191 -0.934
C -2.310 -2.530 -1.884
O -3.382 -3.323 -2.152
C -2.276 -1.042 -2.564
F -3.413 -1.020 -3.562
F -1.051 -0.790 -3.414
C -2.582 0.204 -1.529
F -3.195 -0.424 -0.303
F -1.307 0.908 -1.261
C -3.679 1.296 -2.069
F -5.101 0.806 -2.002
F -3.341 1.910 -3.388
C -3.634 2.566 -0.982
O -2.700 3.551 -1.050
O -4.686 2.635 0.053
H 0.997 2.658 1.494
H 1.350 2.299 3.358
H 1.832 3.965 2.576
H 3.035 0.289 2.958
H 1.716 0.529 1.632
H 4.645 0.845 0.310
H 4.493 -0.790 1.378
H 3.507 -0.720 -1.364
H 1.976 -0.076 -0.447
H 3.692 -2.830 0.025
H 2.591 -2.270 1.451
H 1.288 -4.076 0.118
H 1.771 -3.244 -1.508
H 0.305 -1.309 -1.314
H -0.866 -0.634 0.733
H -0.883 -0.121 3.532
H 2.388 -3.447 3.630
H -3.657 -0.977 3.144
H -4.737 -1.715 1.397
H -3.727 -4.072 4.361
H -2.851 -4.420 0.149
H -1.105 -5.105 0.310
H -0.575 -3.973 -1.660
H -4.311 2.877 0.950
C -4.625 5.435 -2.391
N -5.479 6.516 -1.830
O -5.557 6.594 -0.598
O -6.048 7.255 -2.641
H -4.189 4.866 -1.567
H -5.262 4.797 -3.006
H -3.843 5.910 -2.987
C 4.982 -3.563 -4.269
N 4.003 -3.900 -3.201
O 3.938 -5.083 -2.845
O 3.326 -2.968 -2.751
H 5.505 -4.474 -4.570
H 4.424 -3.144 -5.108
H 5.683 -2.836 -3.855
C 5.108 0.848 5.923
N 5.209 -0.593 5.570
O 5.857 -1.319 6.333
O 4.635 -0.956 4.537
H 5.657 1.024 6.851
H 5.545 1.420 5.102
H 4.050 1.083 6.052
C -0.698 5.182 -4.593
N -0.359 6.568 -4.171
O -0.725 7.490 -4.909
O 0.267 6.690 -3.112
H -1.246 5.224 -5.537
H 0.239 4.635 -4.715
H -1.317 4.741 -3.809
*
```

Its HOMO-LUMO gap is 5.969 eV.

Mulliken population analysis, charges in e, atoms 1 to 5: C -0.347; O -0.450; C 0.709; C -0.651; C -0.144

=====

Here is a cluster of 2 separate species, C10H16 in total from the Open Molecules 2025 dataset. Energies are from ωB97M-V/def2-TZVPD.

```
! RIJCOSX wB97M-V def2-TZVPD def2/J DEFGRID3
* xyz 0 1
C 2.633 -1.437 0.333
C 2.381 -1.579 1.866
C 3.957 -0.723 -0.109
H 2.589 -2.452 -0.094
H 1.913 -0.800 -0.169
H 3.218 -2.066 2.365
H 3.659 0.243 -0.496
H 4.653 -0.463 0.720
H 1.485 -2.144 2.169
H 2.091 -0.535 1.998
H 4.414 -1.164 -1.008
C -2.130 0.059 1.922
C -2.117 -0.418 -0.534
C -1.713 0.370 0.518
C -1.810 -0.030 -1.869
C -0.936 1.487 0.198
C -1.255 1.185 -2.185
C -0.708 1.903 -1.091
H -2.877 -1.187 -0.473
H -2.178 -0.703 -2.640
H -3.163 0.395 2.023
H -1.603 0.531 2.781
H -0.521 2.032 1.036
H -1.027 1.547 -3.168
H -0.185 2.852 -1.202
H -2.039 -0.992 2.178
*
```

As for the SMILES: Cc1ccccc1.CCC. Its HOMO-LUMO gap is 10.093 eV.

Mulliken population analysis, charges in e, atoms 1 to 5: C -0.097; C -1.056; C -1.011; H 0.348; H 0.066